{
  "formula": "C6H14N2O4P",
  "method": "the ωB97M-V functional and the def2-TZVPD basis",
  "gap_ev": [7.06, 7.20],
  "smiles": "CC(C)[C@@H](C)CO[P@](O)(N=O)=[N+]=O",
  "energy_ev": -26894.53279,
  "de_lowest_kcal_mol": 244.5,
  "lumo_energy_ev": [-6.620, -6.484],
  "total_charge": 1,
  "elements": ["C", "C", "C", "C", "C", "C", "O", "P", "O", "N", "O", "N", "O", "H", "H", "H", "H", "H", "H", "H", "H", "H", "H", "H", "H", "H", "H"],
  "positions_angstrom": [[-2.212, -0.834, -1.525], [-0.791, -1.369, -1.270], [-0.129, -1.952, -2.523], [0.193, -0.520, -0.435], [0.419, 0.917, -0.948], [-0.265, -0.454, 1.034], [0.792, -0.102, 1.980], [1.189, 1.367, 2.213], [1.878, 1.632, 3.746], [-0.317, 2.252, 2.773], [-0.320, 3.444, 2.953], [2.806, 1.708, 1.279], [3.326, 2.717, 1.579], [-1.995, 0.237, -1.864], [-2.750, -0.996, -0.586], [-2.753, -1.378, -2.332], [-1.011, -2.296, -0.564], [0.880, -1.668, -2.602], [-0.819, -1.761, -3.367], [-0.123, -3.127, -2.546], [1.157, -1.045, -0.379], [1.189, 1.315, -0.328], [-0.516, 1.497, -0.822], [0.674, 0.768, -2.044], [-1.242, 0.112, 0.955], [-0.718, -1.403, 1.336], [1.457, 0.940, 4.284]],
  "mulliken_charge": [-1.374, 0.603, -1.437, 0.350, -1.410, -1.083, -0.321, 0.913, -0.479, 0.206, -0.186, 0.260, -0.196, 0.296, 0.342, 0.419, 0.231, 0.438, 0.338, 0.306, 0.368, 0.543, 0.373, 0.366, 0.389, 0.385, 0.359]
}

{
  "formula": "C6H14N2S",
  "method": "the ωB97M-V functional and the def2-TZVPD basis",
  "gap_ev": 7.92,
  "energy_ev": -20259.24000,
  "de_lowest_kcal_mol": 88.1,
  "lumo_energy_ev": 0.661,
  "elements": ["C", "C", "C", "C", "C", "C", "N", "N", "S", "H", "H", "H", "H", "H", "H", "H", "H", "H", "H", "H", "H", "H", "H"],
  "positions_angstrom": [[2.520, 0.804, -0.608], [-2.114, -0.594, 0.203], [-0.898, -1.473, 0.474], [-1.853, 0.856, 0.445], [-0.260, -1.766, -0.934], [-0.498, 1.460, 0.527], [2.976, 0.668, 0.647], [-0.147, -0.482, -1.648], [0.420, 0.829, -1.035], [2.462, -0.217, -1.124], [2.880, 1.377, -1.320], [-2.425, -0.786, -0.786], [-2.724, -0.955, 0.961], [-0.150, -0.946, 1.032], [-1.370, -2.433, 0.879], [-2.182, 1.224, -0.522], [-2.601, 1.355, 1.006], [0.813, -2.119, -0.810], [-0.835, -2.571, -1.507], [-0.590, 2.535, 0.457], [0.228, 1.408, 1.326], [2.692, 0.399, 1.541], [3.657, 1.425, 0.795]],
  "mulliken_charge": [-0.593, -0.807, -0.637, -0.753, -0.546, -0.858, -0.431, -0.464, 0.131, 0.202, 0.531, 0.463, 0.429, 0.293, 0.383, 0.290, 0.538, 0.291, 0.318, 0.432, 0.372, 0.213, 0.203]
}

{
  "formula": "C6H14N3",
  "method": "the ωB97M-V functional and the def2-TZVPD basis",
  "gap_ev": [7.52, 8.01],
  "multiplicity": 3,
  "energy_ev": -10907.01576,
  "s2": 2.01,
  "de_lowest_kcal_mol": 44.0,
  "lumo_energy_ev": [-2.542, -6.130],
  "total_charge": 1,
  "elements": ["C", "C", "C", "C", "C", "C", "N", "N", "N", "H", "H", "H", "H", "H", "H", "H", "H", "H", "H", "H", "H", "H", "H"],
  "positions_angstrom": [[-0.035, 0.973, 0.773], [-1.221, -1.034, 0.198], [-0.537, -0.531, -1.161], [0.609, -1.510, -1.506], [-0.801, -0.175, 2.655], [0.801, 1.357, -1.959], [-0.636, -0.032, 1.241], [-0.296, 0.869, -1.107], [0.490, 2.030, 1.295], [-2.389, -0.776, 0.162], [-1.084, -2.003, 0.649], [-1.280, -0.690, -1.869], [0.161, -2.611, -1.520], [1.373, -1.386, -0.699], [1.211, -1.273, -2.370], [-1.086, 0.777, 3.122], [-1.678, -0.896, 2.780], [0.084, -0.606, 3.276], [1.747, 1.025, -1.653], [0.606, 1.092, -3.144], [0.813, 2.450, -1.844], [0.263, 2.455, 2.186], [1.226, 2.432, 0.734]],
  "mulliken_charge": [0.338, -0.746, 0.170, -1.294, -1.061, -1.008, 0.059, -0.011, -0.327, 0.315, 0.491, 0.382, 0.333, 0.374, 0.381, 0.389, 0.376, 0.282, 0.441, 0.307, 0.370, 0.216, 0.222]
}

{
  "formula": "C6H14N3O7P2SSe2Te2Ti",
  "method": "the ωB97M-V functional and the def2-TZVPD basis",
  "gap_ev": 6.68,
  "energy_ev": -223063.72768,
  "de_lowest_kcal_mol": 0.0,
  "lumo_energy_ev": -4.215,
  "total_charge": 1,
  "elements": ["Ti", "C", "C", "O", "P", "O", "O", "O", "P", "O", "O", "O", "H", "H", "H", "H", "H", "H", "H", "Se", "Te", "Te", "Se", "C", "C", "C", "N", "N", "C", "N", "S", "H", "H", "H", "H", "H", "H", "H"],
  "positions_angstrom": [[-0.314, 0.152, -0.021], [2.989, -2.044, 3.301], [2.290, -0.904, 2.563], [2.766, 0.387, 2.948], [0.535, -0.762, 3.018], [0.514, -0.122, 4.441], [-0.103, -2.167, 3.234], [-0.197, 0.041, 1.978], [2.424, -1.135, 0.747], [3.940, -0.687, 0.586], [2.074, -2.504, 0.326], [1.566, -0.039, 0.037], [2.871, -1.918, 4.377], [4.053, -2.029, 3.063], [2.580, -3.007, 3.001], [3.658, 0.516, 2.599], [1.164, 0.591, 4.549], [-0.734, -2.419, 2.531], [4.305, -0.704, -0.308], [-1.370, -2.114, -0.002], [-3.220, -0.640, -0.855], [-2.994, 1.436, 0.848], [-0.913, 2.489, -0.091], [-0.112, 2.189, -6.175], [-1.180, 1.590, -5.260], [-0.604, 0.716, -4.196], [-0.725, 0.932, -2.942], [-0.093, -0.015, -2.155], [0.511, -0.958, -2.869], [1.193, -1.995, -2.393], [0.336, -0.711, -4.570], [-0.576, 2.836, -6.917], [0.439, 1.414, -6.710], [0.601, 2.783, -5.603], [-1.895, 1.009, -5.847], [-1.738, 2.373, -4.747], [1.284, -2.203, -1.399], [1.556, -2.680, -3.033]],
  "mulliken_charge": [1.223, -1.675, 1.183, -0.629, 0.435, -0.492, -0.455, -0.128, 0.851, -0.563, -0.854, -0.657, 0.374, 0.408, 0.398, 0.426, 0.403, 0.275, 0.368, -0.342, -0.013, -0.032, -0.374, -1.106, -0.389, 0.315, -0.649, 0.897, 0.312, -0.219, -0.203, 0.342, 0.354, 0.325, 0.288, 0.255, 0.106, 0.242]
}

{
  "formula": "C6H14N4",
  "method": "the ωB97M-V functional and the def2-TZVPD basis",
  "gap_ev": 8.69,
  "smiles": "CC(=[NH2+])/C([NH3+])=C(C)\\N=C/N",
  "energy_ev": -12390.18793,
  "de_lowest_kcal_mol": 86.5,
  "lumo_energy_ev": -7.662,
  "total_charge": 2,
  "elements": ["C", "C", "N", "C", "N", "C", "C", "N", "C", "N", "H", "H", "H", "H", "H", "H", "H", "H", "H", "H", "H", "H", "H", "H"],
  "positions_angstrom": [[0.829, 1.144, -2.988], [-0.112, 0.787, -1.880], [-1.309, 0.356, -1.996], [0.551, 0.349, -0.197], [1.924, 0.817, -0.033], [-0.190, -0.134, 0.837], [0.537, -0.219, 2.260], [-1.540, -0.307, 0.815], [-2.359, -1.038, 1.459], [-2.294, -2.286, 1.781], [0.383, 1.103, -3.971], [1.559, 0.450, -2.897], [1.280, 2.147, -2.887], [-1.658, 0.343, -2.914], [-1.728, -0.188, -1.172], [2.303, 0.524, 0.934], [2.070, 1.902, -0.133], [2.469, 0.330, -0.768], [1.594, -0.765, 2.238], [-0.014, -0.878, 2.984], [0.811, 0.911, 2.515], [-3.284, -0.603, 1.886], [-1.511, -2.874, 1.565], [-3.200, -2.805, 1.926]],
  "mulliken_charge": [-1.344, 0.740, -0.189, -0.675, -0.201, 0.994, -1.467, -0.605, 0.039, -0.296, 0.408, 0.427, 0.370, 0.234, 0.275, 0.373, 0.419, 0.387, 0.384, 0.391, 0.401, 0.397, 0.245, 0.293]
}